DFT (ωB97M-V with the def2-TZVPD basis set) results for 10 unconnected molecules or ions with the total composition C6H32O10 in a non-equilibrium geometry.

Values from the calculation:
orbital gap: 10.309 eV
highest occupied orbital energy: -10.38 eV
ΔE to the lowest compared entry with this formula, charge and spin: 38.0 kcal per mole
E_LUMO: -0.003 Ha
DFT total energy: -27215.661 eV
spin multiplicity: 1
SMILES string: CC(C)CCCO.O.O.O.O.O.O.O.O.O

Last columns: bonded neighbours and bond lengths (Å).
Atoms and positions in Å:
1 C -1.542 0.256 2.943  C2 1.537, H8 1.094, H9 1.101, H10 1.077
2 C -1.277 1.065 1.664  C1 1.537, C3 1.514, C4 1.631, H11 1.095
3 C -0.413 2.290 1.879  C2 1.514, H12 1.087, H13 1.089, H14 1.080
4 C -0.644 0.056 0.550  C2 1.631, C5 1.530, H15 1.095, H16 1.090
5 C -0.418 0.736 -0.802  C4 1.530, C6 1.527, H17 1.077, H18 1.092
6 C -1.532 0.758 -1.847  C5 1.527, O7 1.441, H19 1.088, H20 1.097
7 O -1.205 -0.271 -2.801  C6 1.441, H21 0.958
8 H -1.793 1.003 3.702  C1 1.094
9 H -0.646 -0.106 3.473  C1 1.101
10 H -2.334 -0.464 2.823  C1 1.077
11 H -2.267 1.282 1.250  C2 1.095
12 H -0.198 2.820 0.955  C3 1.087
13 H 0.579 2.138 2.302  C3 1.089
14 H -0.864 2.947 2.608  C3 1.080
15 H -1.445 -0.690 0.538  C4 1.095
16 H 0.243 -0.381 1.009  C4 1.090
17 H -0.097 1.744 -0.598  C5 1.077
18 H 0.441 0.211 -1.225  C5 1.092
19 H -2.527 0.612 -1.430  C6 1.088
20 H -1.522 1.725 -2.364  C6 1.097
21 H -1.989 -0.712 -3.130  O7 0.958
22 O -3.075 -2.562 1.876  H23 0.949, H24 0.953
23 H -2.216 -2.939 2.016  O22 0.949
24 H -2.899 -1.698 1.515  O22 0.953
25 O -3.741 -3.359 -1.956  H26 0.975, H27 0.973
26 H -3.501 -3.081 -1.053  O25 0.975
27 H -4.353 -2.690 -2.309  O25 0.973
28 O 3.876 -3.282 -0.219  H29 0.961, H30 0.972
29 H 3.532 -2.893 -1.027  O28 0.961
30 H 3.057 -3.670 0.133  O28 0.972
31 O 1.030 -2.059 -1.901  H32 0.965, H33 0.946
32 H 0.388 -1.574 -1.368  O31 0.965
33 H 0.576 -2.304 -2.695  O31 0.946
34 O -4.017 2.403 0.519  H35 0.961, H36 0.946
35 H -4.298 3.286 0.776  O34 0.961
36 H -4.672 1.850 0.920  O34 0.946
37 O 5.207 -1.458 1.443  H38 0.955, H39 0.983
38 H 4.457 -0.894 1.261  O37 0.955
39 H 4.980 -2.327 1.042  O37 0.983
40 O 3.243 1.258 0.471  H41 0.952, H42 0.961
41 H 4.087 1.628 0.232  O40 0.952
42 H 3.096 0.577 -0.191  O40 0.961
43 O 2.995 -0.160 -2.165  H44 0.980, H45 0.959
44 H 2.478 -0.975 -2.337  O43 0.980
45 H 2.340 0.501 -2.398  O43 0.959
46 O 2.836 3.103 -1.717  H47 0.966, H48 0.970
47 H 2.444 2.670 -0.947  O46 0.966
48 H 3.597 3.627 -1.420  O46 0.970